ORCA calculation (wB97M-V/def2-TZVPD) on a cluster of 10 separate species, C22H67N11O13 in total at a distorted geometry.

Last column: Mulliken charge in e.
Atoms and positions in Å:
C: 2.241111 1.493252 2.297189  0.65
O: 3.185270 1.384769 1.481756  -0.77
N: 2.456825 2.318481 3.419983  -0.45
N: 1.021988 0.960407 2.223714  0.28
H: 3.243609 2.948000 3.309045  0.27
H: 1.681347 2.633792 3.975719  0.15
H: 0.322399 1.097209 2.948202  0.06
H: 0.819270 0.403132 1.415390  -0.36
C: -4.757566 1.005636 2.183069  0.41
O: -5.340100 1.911994 2.759787  -0.64
N: -4.320134 1.131679 0.846255  -0.16
N: -4.558349 -0.295709 2.757823  -0.25
H: -4.705080 1.904286 0.294098  0.22
H: -4.095810 0.322510 0.306481  0.11
H: -4.473585 -1.024736 2.073298  0.14
H: -4.918788 -0.479467 3.669642  0.23
C: 1.304006 -4.312676 -2.865752  0.72
O: 0.443358 -4.971838 -2.287627  -0.82
N: 2.132283 -4.971767 -3.702500  -0.43
N: 1.443514 -3.026839 -2.818807  0.08
H: 3.001658 -4.561073 -3.991477  0.17
H: 2.000727 -5.956976 -3.812887  0.23
H: 2.278308 -2.663333 -3.318668  0.26
H: 0.901975 -2.329786 -2.307605  -0.01
C: -0.744002 0.165054 -1.242497  -0.09
O: 0.000292 -0.750231 -1.477391  -0.27
N: -2.145257 0.041528 -1.267216  0.20
N: -0.239668 1.414942 -0.764858  0.62
H: -2.385879 -0.744386 -1.860756  -0.03
H: -2.667789 0.951939 -1.375090  0.27
H: -0.852809 2.203244 -0.852605  -0.40
H: 0.750303 1.630645 -0.834801  -0.20
C: -0.573503 4.561566 2.542748  -1.43
C: -1.560993 3.457406 2.542911  1.66
C: -1.959706 2.968103 3.974759  -0.88
O: -0.867444 2.213992 4.611423  -0.19
C: -1.191620 1.606862 5.857007  -0.91
N: -2.763515 3.974064 1.808232  -0.66
H: -1.192732 5.431115 2.870278  0.46
H: -0.274974 4.781703 1.524830  0.22
H: 0.333333 4.496703 3.097767  0.32
H: -1.227500 2.607949 1.925039  -0.64
H: -2.766290 2.257712 3.769161  0.49
H: -2.305161 3.838157 4.569740  0.24
H: -1.789618 0.709277 5.649576  0.33
H: -1.927635 2.158932 6.402053  0.35
H: -0.257032 1.379808 6.376159  0.24
H: -3.588860 3.442868 2.144831  0.07
H: -2.843947 4.925765 2.219410  0.33
C: -3.641839 -0.917192 -5.440256  -1.41
C: -2.979550 -2.099793 -4.574016  0.16
C: -1.480496 -1.969922 -4.411508  0.46
O: -0.796764 -1.961162 -5.664274  -0.42
C: 0.305853 -2.807677 -5.977953  -0.67
N: -3.619575 -2.176136 -3.172796  -0.54
H: -3.594868 0.075560 -4.962104  0.28
H: -4.681137 -1.166203 -5.645054  0.40
H: -3.153838 -0.844403 -6.415460  0.36
H: -3.264278 -2.992000 -5.142410  0.31
H: -1.164945 -2.810133 -3.793813  -0.12
H: -1.251149 -1.022839 -3.812256  -0.23
H: 0.419392 -2.755555 -7.056398  0.29
H: 0.081033 -3.821725 -5.644641  0.32
H: 1.132136 -2.558678 -5.346330  0.18
H: -4.624262 -2.130272 -3.305003  0.25
H: -3.356722 -3.050030 -2.759796  0.20
C: 6.037728 -1.413467 4.144561  -1.38
C: 5.205228 -2.375446 3.277078  0.25
C: 3.946316 -1.735024 2.694958  0.55
O: 3.159707 -2.738031 2.116889  -0.42
C: 2.127464 -2.255596 1.260115  -0.25
N: 5.999999 -3.133888 2.276025  -0.72
H: 5.486095 -0.971875 4.974815  0.36
H: 6.237050 -0.517974 3.465383  0.23
H: 6.876511 -1.935768 4.507585  0.38
H: 4.908676 -3.167827 3.994145  0.31
H: 4.086514 -0.928591 2.025461  -0.54
H: 3.451774 -1.296163 3.573125  0.22
H: 1.719987 -3.025170 0.602092  0.23
H: 2.427728 -1.464341 0.586489  0.08
H: 1.289825 -1.840701 1.875000  0.18
H: 5.455766 -3.915801 1.905316  0.30
H: 6.257151 -2.536510 1.487167  0.24
C: 3.569425 1.744536 -1.778022  0.04
C: 4.956993 1.536570 -1.325446  -0.71
O: 5.208082 0.427172 -0.501296  -0.54
O: 2.789278 2.526044 -0.934750  -0.41
H: 3.097127 0.715134 -1.992646  -0.07
H: 3.619653 2.401122 -2.684897  0.30
H: 5.352292 2.476601 -0.938644  0.27
H: 5.584486 1.300699 -2.183092  0.40
H: 4.671319 0.512417 0.307149  0.36
H: 3.011537 2.261942 -0.008803  0.29
C: -2.818740 -3.515975 1.125414  -0.68
C: -1.635646 -3.618956 0.145496  0.34
O: -1.965086 -4.393588 -1.056516  -0.59
O: -3.863762 -2.566577 0.801324  -0.54
H: -2.475803 -3.134345 2.109804  0.30
H: -3.310426 -4.452972 1.328464  0.34
H: -0.728903 -4.032720 0.611789  0.27
H: -1.446844 -2.599812 -0.122160  -0.12
H: -1.153703 -4.580654 -1.556121  0.44
H: -4.149282 -2.622538 -0.131536  0.25
C: -2.173328 4.757241 -1.541892  -0.56
C: -0.808511 4.576291 -2.108471  -0.45
O: 0.178596 4.499448 -1.106336  -0.39
O: -2.560728 3.586995 -0.862118  -0.42
H: -2.837220 4.976291 -2.420147  0.29
H: -2.292975 5.658014 -0.980634  0.37
H: -0.652159 5.425353 -2.787908  0.46
H: -0.832972 3.684094 -2.746173  0.25
H: 1.033038 4.355956 -1.491830  0.20
H: -2.634475 3.710888 0.121020  0.28

Cartesian forces (eV/Å) of the 6 atoms listed first:
C 1.299 2.071 1.337
O -1.188 -0.486 0.426
N 0.217 -0.764 -1.054
N 0.088 -0.442 -0.152
H -0.283 -0.278 0.127
H -0.188 0.014 0.000

Properties
Kohn-Sham gap = 9.339 eV
energy above the lowest of the compared OMol25 structures with the same formula, charge and spin = 0.00 kcal per mole
SMILES = COC[C@H](C)N.COC[C@H](C)N.COC[C@H](C)N.NC(N)=O.NC(N)=O.NC(N)=O.NC(N)=O.OCCO.OCCO.OCCO
multiplicity = 1
LUMO = 0.0183 Eh
E_tot = -66910.8513 eV
highest occupied orbital energy = -8.8 eV